## one
14
Properties=species:S:1:pos:R:3 method="wB97M-V/def2-TZVPD" lumo_ev="-0.51 / -0.77" mol_weight_g_mol=137.23 orbital_gap_ha="0.264 / 0.230"
C -1.964 1.231 -1.178
C 0.148 -0.956 -0.082
C -0.354 -0.441 1.222
N 1.446 -0.552 -0.130
O 3.488 0.814 -0.094
S -0.809 0.384 -1.882
S 2.176 0.679 0.595
H -2.001 2.271 -1.365
H -2.802 0.649 -0.719
H -0.044 -1.951 -0.450
H -1.118 0.203 1.115
H 0.455 -0.086 1.767
H -0.747 -1.184 1.891
H 2.127 -1.061 -0.689

=====

## two
14
Properties=species:S:1:pos:R:3 method="wB97M-V/def2-TZVPD" lumo_ev=0.27 mol_weight_g_mol=137.23 orbital_gap_ha=0.340 smiles="O=CNCCSS"
O -0.731 2.468 -2.452
C -0.196 1.402 -2.264
N -0.620 0.519 -1.292
C 0.334 -0.403 -0.638
C 0.373 -0.131 0.870
S 0.560 -1.677 1.816
S -0.771 -1.533 3.411
H 0.601 1.005 -2.912
H -1.610 0.658 -1.150
H 1.238 -0.079 -1.167
H 0.146 -1.418 -0.975
H 1.188 0.557 1.101
H -0.555 0.371 1.154
H 0.040 -1.738 4.500

=====

Quick look at relative energies in kJ/mol: one 369.1; two 0.0.

=====

## one
14
Properties=species:S:1:pos:R:3 method="wB97M-V/def2-TZVPD" lumo_ev=0.64 mol_weight_g_mol=137.23 orbital_gap_ha=0.331 smiles="CONC(=S)SC"
C 3.092 -0.217 0.168
O 1.919 0.478 -0.286
N 0.739 -0.250 -0.046
C -0.473 0.383 -0.055
S -0.690 2.012 0.018
S -1.724 -0.811 0.011
C -3.247 0.062 -0.006
H 3.286 -1.049 -0.542
H 3.045 -0.558 1.198
H 3.900 0.438 0.095
H 0.856 -1.169 -0.448
H -4.099 -0.591 0.285
H -3.211 0.929 0.666
H -3.393 0.342 -1.058

=====

## two
14
Properties=species:S:1:pos:R:3 method="wB97M-V/def2-TZVPD" lumo_ev=0.56 mol_weight_g_mol=137.23 orbital_gap_ha=0.346
C 0.835 0.659 1.078
C 0.937 -0.698 0.544
C -1.685 -0.750 -0.763
N 0.574 1.775 0.606
O 0.518 -1.008 -2.162
S 0.286 2.129 -0.971
S 0.031 -1.572 -0.910
H 1.386 0.679 2.018
H -2.393 -1.335 -0.258
H 1.926 -0.984 0.039
H 0.918 -1.419 1.254
H -2.160 -0.658 -1.770
H -1.492 0.278 -0.285
H -0.123 3.442 -0.802

=====

Quick look at relative energies in kJ/mol: one 0.0; two 78.8.

=====

## one
6
Properties=species:S:1:pos:R:3 method="wB97M-V/def2-TZVPD" lumo_ev=-0.85 mol_weight_g_mol=296.83 orbital_gap_ha=0.324
C -0.014 0.149 -0.375
N 0.157 -0.029 1.130
O 1.284 0.037 1.620
I -1.656 1.431 -0.782
I -0.699 -1.878 -0.476
H 0.927 0.289 -1.117

=====

## two
6
Properties=species:S:1:pos:R:3 method="wB97M-V/def2-TZVPD" lumo_ev=-1.79 mol_weight_g_mol=296.83 orbital_gap_ha=0.280 smiles=C#[N+][O-].II
C -0.767 -0.850 1.259
N -0.763 -1.289 0.173
O -0.893 -2.039 -0.705
H -0.825 0.004 1.914
I -4.524 -0.817 0.051
I -3.027 1.368 -0.088

=====

Quick look at relative energies in kJ/mol: one 47.0; two 0.0.